No. 1
Molecular formula: C8H12Si2
Method: DFT, the ωB97M-V functional and the def2-TZVPD basis

The geometry in XYZ format:
```
22
Properties=species:S:1:pos:R:3
C 3.316 -0.377 -0.105
C 2.850 0.372 -1.182
C 2.485 -0.962 0.786
C 1.554 0.522 -1.317
C 1.140 -0.894 0.563
C 0.603 -0.081 -0.443
C -2.120 1.579 1.604
C -1.686 1.721 0.373
Si -2.724 -1.636 -0.279
Si -1.267 0.272 -0.728
H 4.388 -0.531 0.016
H 3.569 0.856 -1.821
H 2.782 -1.551 1.656
H 1.176 1.130 -2.097
H 0.599 -1.526 1.311
H -2.433 2.477 2.204
H -2.188 0.638 2.146
H -1.888 2.672 -0.001
H -3.369 -2.268 -1.406
H -1.884 -2.480 0.454
H -3.663 -0.903 0.598
H -1.241 0.970 -2.330
```

Computed properties:
ΔE to the lowest compared entry with this formula, charge and spin: 0.00 kcal per mole
SMILES: C=C[Si@H]([SiH3])c1ccccc1
Frontier orbital gap: 9.8 eV

Formally, the natural (NBO) partial charges of the atoms, in units of the elementary charge, are as follows: -0.192 -0.212 -0.227 -0.199 -0.199 -0.435 -0.335 -0.647 0.445 0.902 0.207 0.214 0.213 0.211 0.207 0.193 0.182 0.220 -0.120 -0.148 -0.132 -0.148

No. 2
Molecular formula: C3H3NO3
Method: DFT, the ωB97M-V functional and the def2-TZVPD basis

The geometry in XYZ format:
```
10
Properties=species:S:1:pos:R:3
C 0.017 -0.672 -0.383
C 1.650 1.174 -0.049
C -1.396 -0.413 0.117
N 0.819 0.169 0.346
O 0.310 -1.631 -1.031
O 1.848 2.255 -0.448
O 2.330 0.060 0.312
H -2.182 0.156 -0.495
H -1.455 0.174 1.108
H -1.941 -1.272 0.523
```

Computed properties:
ΔE to the lowest compared entry with this formula, charge and spin: 91.67 kcal per mole
SMILES: CC(=O)N1OC1=O
Frontier orbital gap: 11.2 eV

Formally, the natural (NBO) partial charges of the atoms, in units of the elementary charge, are as follows: 0.646 0.895 -0.751 -0.254 -0.483 -0.485 -0.324 0.256 0.240 0.261

No. 3
Molecular formula: C5H7I
Method: DFT, the ωB97M-V functional and the def2-TZVPD basis

The geometry in XYZ format:
```
13
Properties=species:S:1:pos:R:3
C -0.988 -0.507 -0.629
C 0.078 -0.395 -0.080
C -2.153 -0.771 -1.364
C 1.327 1.207 1.237
C 1.290 -0.167 0.683
I 2.961 -0.486 -0.778
H -1.881 -1.206 -2.328
H -3.025 -1.376 -0.869
H -2.568 0.196 -1.582
H 0.775 1.812 0.614
H 0.608 1.234 2.117
H 2.256 1.623 1.670
H 1.320 -1.163 1.309
```

Computed properties:
ΔE to the lowest compared entry with this formula, charge and spin: 19.68 kcal per mole
SMILES: CC#C[C@H](C)I
Frontier orbital gap: 9.3 eV

Formally, the natural (NBO) partial charges of the atoms, in units of the elementary charge, are as follows: 0.033 -0.082 -0.693 -0.646 -0.312 0.023 0.244 0.238 0.237 0.232 0.224 0.237 0.265

No. 4
Molecular formula: C5H7N2
Method: DFT, the ωB97M-V functional and the def2-TZVPD basis

The geometry in XYZ format:
```
14
Properties=species:S:1:pos:R:3
C 1.213 0.104 -1.652
C -0.083 0.330 -2.024
C -0.003 0.267 0.151
C 2.417 -0.012 0.518
C -2.192 0.763 -0.800
N 1.242 -0.012 -0.339
N -0.802 0.355 -0.917
H -0.319 0.016 1.075
H 2.891 0.936 0.292
H 2.060 0.051 1.605
H 3.065 -0.854 0.260
H -2.804 0.350 -1.646
H -2.480 1.826 -0.795
H -2.552 0.215 0.148
```

Computed properties:
Spin multiplicity: 3
Net charge: +1
ΔE to the lowest compared entry with this formula, charge and spin: 76.86 kcal per mole
Frontier orbital gap (spin up / spin down): 10.5 / 6.3 eV

Formally, the natural (NBO) partial charges of the atoms, in units of the elementary charge, are as follows: 0.249 0.241 0.391 -0.415 -0.441 -0.366 -0.376 0.232 0.242 0.233 0.259 0.264 0.261 0.227

No. 5
Molecular formula: C4H7N2OS
Method: DFT, the ωB97M-V functional and the def2-TZVPD basis

The geometry in XYZ format:
```
15
Properties=species:S:1:pos:R:3
C -1.394 0.058 0.851
C -1.518 0.341 -0.482
C -0.045 -0.229 1.537
C 1.124 -0.185 0.562
N -0.476 0.810 -2.484
N -0.482 0.352 -1.365
O 1.429 -1.294 -0.083
S 2.368 0.985 0.247
H -2.299 0.082 1.436
H -2.593 0.582 -0.577
H 0.104 0.510 2.454
H -0.099 -1.345 1.897
H 0.426 0.874 -2.989
H 0.879 -2.024 -0.067
H 2.577 0.483 -0.935
```

Computed properties:
Net charge: +1
ΔE to the lowest compared entry with this formula, charge and spin: 94.68 kcal per mole
Frontier orbital gap (spin up / spin down): 7.6 / 7.6 eV

Formally, the natural (NBO) partial charges of the atoms, in units of the elementary charge, are as follows: -0.103 -0.086 -0.582 0.442 -0.234 -0.186 -0.612 0.277 0.252 0.233 0.304 0.275 0.341 0.517 0.162

No. 6
Molecular formula: C6H10
Method: DFT, the ωB97M-V functional and the def2-TZVPD basis

The geometry in XYZ format:
```
16
Properties=species:S:1:pos:R:3
C 2.189 0.277 0.033
C 0.821 0.126 -0.617
C 0.859 0.370 -1.899
C -0.381 -0.263 0.227
C -1.323 -1.204 -0.530
C -1.124 0.985 0.719
H 2.500 -0.689 0.447
H 2.953 0.606 -0.679
H 2.138 1.010 0.846
H 0.014 -0.797 1.103
H -1.736 -0.709 -1.417
H -2.160 -1.509 0.107
H -0.796 -2.104 -0.864
H -1.576 1.515 -0.127
H -1.921 0.702 1.417
H -0.457 1.684 1.235
```

Computed properties:
ΔE to the lowest compared entry with this formula, charge and spin: 76.38 kcal per mole
Frontier orbital gap: 9.7 eV

Formally, the natural (NBO) partial charges of the atoms, in units of the elementary charge, are as follows: -0.595 -0.370 0.224 -0.216 -0.599 -0.595 0.220 0.234 0.220 0.207 0.210 0.209 0.218 0.213 0.210 0.210

Repeat the first record exactly.
Molecular formula: C8H12Si2
Method: DFT, the ωB97M-V functional and the def2-TZVPD basis

The geometry in XYZ format:
```
22
Properties=species:S:1:pos:R:3
C 3.316 -0.377 -0.105
C 2.850 0.372 -1.182
C 2.485 -0.962 0.786
C 1.554 0.522 -1.317
C 1.140 -0.894 0.563
C 0.603 -0.081 -0.443
C -2.120 1.579 1.604
C -1.686 1.721 0.373
Si -2.724 -1.636 -0.279
Si -1.267 0.272 -0.728
H 4.388 -0.531 0.016
H 3.569 0.856 -1.821
H 2.782 -1.551 1.656
H 1.176 1.130 -2.097
H 0.599 -1.526 1.311
H -2.433 2.477 2.204
H -2.188 0.638 2.146
H -1.888 2.672 -0.001
H -3.369 -2.268 -1.406
H -1.884 -2.480 0.454
H -3.663 -0.903 0.598
H -1.241 0.970 -2.330
```

Computed properties:
ΔE to the lowest compared entry with this formula, charge and spin: 0.00 kcal per mole
SMILES: C=C[Si@H]([SiH3])c1ccccc1
Frontier orbital gap: 9.8 eV

Formally, the natural (NBO) partial charges of the atoms, in units of the elementary charge, are as follows: -0.192 -0.212 -0.227 -0.199 -0.199 -0.435 -0.335 -0.647 0.445 0.902 0.207 0.214 0.213 0.211 0.207 0.193 0.182 0.220 -0.120 -0.148 -0.132 -0.148